# 1
ORCA calculation (ωB97M-V with the def2-TZVPD basis set) on 12 unconnected molecules or ions with the total composition C56H104O16 at a distorted geometry.

**Maximum force**: 3.21 eV/A
**Relative energy (zero: lowest compared OMol25 entry of this formula, charge and spin)**: 0.0 kJ/mol
**Kohn-Sham gap**: 9.673 eV
**SMILES**: c1ccccc1.c1ccccc1.c1ccccc1.c1ccccc1.COCCOC.COCCOC.COCCOC.COCCOC.COCCOC.COCCOC.COCCOC.COCCOC

XYZ file:
```
176
Properties=species:S:1:pos:R:3:lowdin_charge:R:1
C -1.7296 -8.7856 32.2536 -0.090
C -1.1964 -8.1417 31.1738 -0.092
C -1.6894 -8.4081 29.8849 -0.085
C -2.7813 -9.2575 29.7389 -0.093
C -3.3702 -9.8588 30.8538 -0.109
C -2.8812 -9.5905 32.0799 -0.099
H -1.2654 -8.6952 33.2246 0.074
H -0.3744 -7.4643 31.3523 0.098
H -1.2601 -7.9914 28.9858 0.103
H -3.1597 -9.5053 28.7582 0.099
H -4.2865 -10.4135 30.7153 0.103
H -3.3520 -10.0460 32.9385 0.089
C 2.5669 -9.6757 27.8188 -0.095
C 1.8266 -9.9206 28.9684 -0.078
C 0.6307 -10.6578 28.9757 -0.099
C 0.1416 -11.1054 27.7747 -0.103
C 0.8626 -10.8280 26.6383 -0.106
C 2.1163 -10.2267 26.6372 -0.097
H 3.4781 -9.1197 27.9832 0.094
H 2.1874 -9.5164 29.9026 0.098
H 0.1557 -10.9219 29.9090 0.095
H -0.8218 -11.5925 27.8037 0.105
H 0.4312 -11.1777 25.7120 0.099
H 2.6616 -10.1506 25.7081 0.102
C 2.7442 -13.8047 36.4071 -0.107
C 2.9051 -13.1805 37.6395 -0.094
C 3.8841 -12.2081 37.7402 -0.087
C 4.5376 -11.7703 36.5873 -0.073
C 4.2872 -12.3615 35.3494 -0.094
C 3.5124 -13.4860 35.3328 -0.123
H 1.9829 -14.5693 36.3599 0.107
H 2.3461 -13.5681 38.4783 0.111
H 4.0717 -11.7031 38.6763 0.099
H 5.2310 -10.9544 36.7285 0.091
H 4.7800 -12.0023 34.4580 0.093
H 3.4548 -14.0548 34.4165 0.099
C 4.6011 -13.8001 27.3599 -0.091
C 5.6647 -14.6399 27.7416 -0.076
C 5.6322 -15.1983 29.0302 -0.100
C 4.6197 -14.9024 29.9375 -0.103
C 3.6385 -14.0532 29.5268 -0.107
C 3.6215 -13.4433 28.2995 -0.082
H 4.4229 -13.3962 26.3742 0.100
H 6.4710 -14.8891 27.0676 0.095
H 6.3925 -15.9091 29.3183 0.098
H 4.5398 -15.4337 30.8744 0.108
H 2.7811 -13.8443 30.1494 0.091
H 2.8436 -12.8216 27.8814 0.093
C 6.9504 -13.4346 32.2732 -0.091
O 8.2664 -13.3792 32.8604 -0.157
C 9.1040 -12.5035 32.1149 -0.200
C 10.5557 -12.5512 32.6285 -0.204
O 10.7715 -12.1581 33.9650 -0.156
C 12.1430 -12.2769 34.2732 -0.123
H 6.2170 -13.8699 32.9520 0.081
H 6.9694 -14.0740 31.3907 0.066
H 6.5012 -12.5176 31.8917 0.066
H 8.6377 -11.5184 32.1252 0.089
H 9.2038 -12.7575 31.0596 0.125
H 11.0738 -11.9269 31.9006 0.108
H 10.9962 -13.5013 32.3260 0.126
H 12.4385 -13.2647 34.6268 0.085
H 12.3633 -11.8096 35.2330 0.079
H 12.9215 -11.9518 33.5830 0.091
C 2.3638 -7.3279 33.4927 -0.095
O 1.2119 -8.0883 33.8222 -0.202
C 1.2847 -9.3694 34.4756 -0.154
C 1.4069 -10.5993 33.5205 -0.171
O 2.5849 -10.4170 32.7614 -0.184
C 2.9839 -11.5429 32.0174 -0.114
H 3.0520 -7.9428 32.9127 0.075
H 2.9218 -7.0035 34.3711 0.079
H 2.0964 -6.4300 32.9357 0.075
H 0.2884 -9.3914 34.9171 0.089
H 1.9467 -9.4830 35.3341 0.119
H 0.5433 -10.7111 32.8648 0.114
H 1.4695 -11.4709 34.1720 0.112
H 2.1931 -11.9268 31.3729 0.059
H 3.2622 -12.4219 32.5988 0.066
H 3.8367 -11.2302 31.4149 0.090
C 2.3632 -2.3624 34.7602 -0.114
O 0.9891 -2.6523 34.7206 -0.178
C 0.6164 -4.0002 34.6425 -0.205
C -0.9408 -4.1551 34.6932 -0.157
O -1.6423 -3.7065 33.5387 -0.177
C -1.3755 -4.2664 32.2867 -0.117
H 2.9073 -2.6465 33.8595 0.089
H 2.8272 -2.6849 35.6924 0.084
H 2.4827 -1.2859 34.8826 0.085
H 1.1336 -4.5116 35.4544 0.124
H 0.8844 -4.4894 33.7061 0.094
H -1.2728 -3.4411 35.4468 0.124
H -1.2112 -5.1647 35.0025 0.112
H -2.1657 -3.9980 31.5855 0.091
H -1.4245 -5.3546 32.3259 0.070
H -0.4118 -3.9860 31.8614 0.084
C -3.0360 -8.1570 35.3102 -0.131
O -3.6208 -8.0752 36.5898 -0.211
C -5.0535 -8.3420 36.5354 -0.150
C -5.5089 -8.1517 38.0003 -0.194
O -5.0866 -9.2916 38.7372 -0.195
C -5.4455 -9.3106 40.1262 -0.100
H -3.5775 -7.4830 34.6464 0.094
H -3.0136 -9.1731 34.9161 0.066
H -2.0164 -7.7954 35.4434 0.084
H -5.1235 -9.3665 36.1698 0.126
H -5.6123 -7.6294 35.9288 0.121
H -6.5826 -8.1008 38.1812 0.117
H -5.1608 -7.1796 38.3495 0.125
H -5.2502 -10.2938 40.5545 0.087
H -6.3926 -8.8931 40.4678 0.081
H -4.7717 -8.6527 40.6750 0.079
C -3.2933 -18.8299 30.7626 -0.105
O -2.8992 -17.5754 30.1912 -0.211
C -1.5520 -17.1007 30.3783 -0.179
C -1.4970 -15.7930 29.6098 -0.172
O -0.3664 -15.0144 30.1052 -0.202
C -0.6411 -14.1830 31.2342 -0.101
H -2.6573 -19.6583 30.4509 0.079
H -4.3108 -18.9957 30.4084 0.085
H -3.3180 -18.9209 31.8485 0.078
H -0.9470 -17.7743 29.7713 0.123
H -1.2936 -17.0996 31.4372 0.126
H -2.4460 -15.2629 29.6895 0.118
H -1.4417 -15.9147 28.5280 0.126
H 0.2243 -13.5332 31.3648 0.061
H -0.8630 -14.7586 32.1329 0.088
H -1.3309 -13.3740 30.9941 0.081
C 1.6432 -10.4345 40.4332 -0.103
O 1.0032 -11.2443 39.4332 -0.186
C 0.7603 -10.4429 38.2192 -0.179
C -0.0262 -11.2755 37.2355 -0.204
O -1.1177 -11.7569 37.9619 -0.177
C -2.1871 -10.8660 38.1999 -0.095
H 1.6252 -10.9384 41.3995 0.090
H 1.1293 -9.4735 40.4544 0.076
H 2.6464 -10.0887 40.1837 0.073
H 1.7282 -10.2497 37.7565 0.104
H 0.2341 -9.5096 38.4195 0.121
H 0.6037 -12.0991 36.8993 0.106
H -0.4293 -10.8218 36.3301 0.108
H -3.0671 -11.4894 38.3583 0.087
H -2.5557 -10.2869 37.3532 0.073
H -2.0939 -10.2852 39.1176 0.094
C 5.9702 -10.7465 28.1847 -0.080
O 5.8042 -9.5980 29.0319 -0.215
C 6.6307 -9.5103 30.1978 -0.164
C 8.1359 -9.4029 29.8020 -0.199
O 8.9399 -9.3294 30.9724 -0.227
C 10.3233 -9.0033 30.6713 -0.068
H 6.0229 -11.6429 28.8026 0.086
H 6.8513 -10.5863 27.5633 0.085
H 5.1123 -10.7651 27.5126 0.068
H 6.4589 -10.3847 30.8255 0.097
H 6.2587 -8.6634 30.7746 0.117
H 8.3366 -8.5664 29.1326 0.125
H 8.4256 -10.2988 29.2529 0.111
H 10.7784 -9.0401 31.6610 0.092
H 10.3923 -8.0827 30.0917 0.086
H 10.7246 -9.8167 30.0669 0.079
C 6.5445 -7.8410 34.2255 -0.097
O 7.7346 -8.3648 34.7765 -0.171
C 7.8241 -9.7504 34.7208 -0.189
C 9.0098 -10.1431 35.6767 -0.232
O 8.8163 -9.9493 37.0413 -0.162
C 9.6018 -10.8598 37.7736 -0.099
H 6.4657 -8.1229 33.1755 0.071
H 6.6299 -6.7547 34.1997 0.087
H 5.6701 -8.0696 34.8348 0.084
H 7.9805 -10.0949 33.6985 0.113
H 7.0638 -10.2771 35.2975 0.109
H 9.8811 -9.6520 35.2433 0.126
H 9.1069 -11.1860 35.3751 0.102
H 8.9401 -11.7259 37.7890 0.096
H 9.7374 -10.3609 38.7332 0.089
H 10.5977 -11.0855 37.3923 0.081
```

***

# 2
ORCA calculation (ωB97M-V with the def2-TZVPD basis set) on a molecular structure, C46H37ClCoIN4OP2.

**Maximum force**: 0.84 eV/A
**2S+1**: 2
**Relative energy (zero: lowest compared OMol25 entry of this formula, charge and spin)**: 0.0 kJ/mol
**Charge**: +1
**Kohn-Sham gap (spin up / spin down)**: 7.436 / 7.403 eV

XYZ file:
```
93
Properties=species:S:1:pos:R:3:lowdin_charge:R:1
Co 0.2129 0.3712 -0.1200 0.238
Cl 0.0706 -6.4060 0.8491 0.703
C 0.0786 -4.7990 0.1887 -0.612
C -0.1389 -4.6122 -1.1454 -0.161
C -0.1290 -3.3217 -1.7127 -0.647
I -0.4054 -3.1013 -3.7542 0.988
C 0.0900 -2.1987 -0.9414 -0.484
O 0.1496 -0.9846 -1.4191 -0.218
C 0.3006 -2.4067 0.4624 -0.185
N 0.5030 -1.2701 1.2000 0.078
C 0.8028 -1.3937 2.4710 -0.092
C 0.8744 -2.6390 3.1227 -0.021
C 0.6177 -3.7766 2.4163 -0.004
C 0.3220 -3.6907 1.0374 -0.172
H -0.3121 -5.4691 -1.7814 0.096
H 0.9972 -0.4852 3.0263 0.101
H 1.1242 -2.6745 4.1733 0.113
H 0.6519 -4.7471 2.8918 0.098
C 2.9091 2.3221 0.1685 -0.359
C 2.2471 2.3803 1.5410 -0.353
P 0.4393 2.1139 1.3316 1.030
C -0.1907 1.8046 3.0036 -0.384
C 0.5320 2.1878 4.1331 -0.092
C 0.0401 1.9234 5.4035 -0.062
C -1.1839 1.2885 5.5543 -0.064
C -1.9200 0.9242 4.4354 -0.059
C -1.4260 1.1786 3.1654 -0.087
C -0.2159 3.7476 0.8914 -0.342
C -0.8546 4.5644 1.8190 -0.063
C -1.3378 5.8083 1.4332 -0.059
C -1.1841 6.2453 0.1270 -0.064
C -0.5556 5.4321 -0.8075 -0.063
C -0.0791 4.1884 -0.4272 -0.122
P 2.3978 0.7768 -0.6704 1.057
C 2.8854 1.0042 -2.4041 -0.318
C 2.4720 2.1514 -3.0814 -0.092
C 2.7790 2.3292 -4.4203 -0.069
C 3.4949 1.3549 -5.1007 -0.067
C 3.9035 0.2087 -4.4377 -0.060
C 3.6003 0.0310 -3.0955 -0.064
C 3.4740 -0.5201 0.0085 -0.328
C 3.1898 -1.8437 -0.3332 -0.105
C 3.9346 -2.8848 0.1946 -0.050
C 4.9696 -2.6162 1.0806 -0.063
C 5.2586 -1.3061 1.4289 -0.066
C 4.5181 -0.2610 0.8921 -0.077
H 3.9947 2.4155 0.2194 0.092
H 2.5646 3.1531 -0.4476 0.068
H 2.4502 3.3296 2.0406 0.099
H 2.6101 1.5717 2.1816 0.081
H 1.4848 2.6893 4.0336 0.102
H 0.6121 2.2164 6.2732 0.111
H -1.5654 1.0819 6.5453 0.111
H -2.8770 0.4340 4.5530 0.111
H -1.9974 0.8746 2.2997 0.088
H -0.9846 4.2351 2.8415 0.105
H -1.8382 6.4351 2.1585 0.112
H -1.5618 7.2147 -0.1682 0.112
H -0.4511 5.7593 -1.8331 0.112
H 0.3627 3.5407 -1.1763 0.079
H 1.8967 2.9173 -2.5756 0.080
H 2.4563 3.2257 -4.9320 0.109
H 3.7347 1.4908 -6.1465 0.110
H 4.4619 -0.5531 -4.9639 0.111
H 3.9356 -0.8648 -2.5934 0.099
H 2.3806 -2.0574 -1.0210 0.099
H 3.7044 -3.9045 -0.0841 0.116
H 5.5496 -3.4278 1.4984 0.110
H 6.0647 -1.0924 2.1175 0.109
H 4.7666 0.7513 1.1795 0.094
C -3.8222 1.6005 -0.6844 -0.017
C -2.4468 1.5414 -0.5476 -0.098
N -1.8114 0.4385 -0.1352 -0.008
C -2.5473 -0.6501 0.1169 -0.055
C -3.9237 -0.6886 -0.0146 -0.199
C -4.5725 0.4736 -0.4066 0.004
C -4.6378 -1.9607 0.2609 -0.031
C -4.8895 -2.9207 -0.6229 -0.017
C -4.5689 -2.9076 -2.0648 -0.265
C -4.6692 -4.0765 -2.8062 -0.003
C -4.3859 -3.9930 -4.1576 -0.131
N -4.0317 -2.8519 -4.7415 0.078
C -3.9578 -1.7960 -3.9379 -0.229
N -4.2086 -1.7544 -2.6361 0.151
H -4.2871 2.5167 -1.0188 0.116
H -1.8372 2.4011 -0.7762 0.091
H -2.0128 -1.5369 0.4235 0.123
H -5.6474 0.4793 -0.5277 0.131
H -4.9485 -2.1215 1.2883 0.118
H -5.3848 -3.8170 -0.2679 0.113
H -4.9615 -5.0115 -2.3496 0.114
H -4.4486 -4.8680 -4.7938 0.114
H -3.6612 -0.8612 -4.3994 0.111
```